6
Properties=species:S:1:pos:R:3:forces:R:3:mulliken_charge:R:1 method="wB97M-V/def2-TZVPD" smiles=c1nnon1 charge=0 homo_energy_ev=-11.8 lumo_ev=-0.2795 e_tot_ev=-7567.160
C 0.933730 0.636914 -0.044111 0.526 0.038 1.682 0.09
N -0.451128 1.075266 0.019738 0.197 -0.777 -0.856 -0.18
N -1.240152 0.085577 -0.031802 4.731 0.502 0.979 0.02
O -0.334179 -1.059977 0.046478 0.052 -0.372 -1.077 -0.07
N 1.002692 -0.690464 -0.032251 -2.560 2.702 0.459 -0.16
H 1.891171 1.365674 0.203051 -2.947 -2.094 -1.188 0.30

---

80
Properties=species:S:1:pos:R:3:forces:R:3:mulliken_charge:R:1 method="wB97M-V/def2-TZVPD" charge=+2 homo_energy_ev="-12.1 / -12.4" lumo_ev="-6.7583 / -6.7384" e_tot_ev=-82385.328
In -0.319935 -1.232857 0.532436 0.124 1.424 0.040 0.63
P 0.904369 -2.857249 -0.981328 0.203 -0.598 -0.647 1.00
C -0.039825 -4.409197 -0.753872 0.373 0.358 1.176 -1.52
C -1.150791 -4.358856 0.296338 -0.424 -0.656 0.364 0.63
N -1.558665 -3.224637 0.886105 0.413 0.393 -0.325 -0.11
C -2.569997 -3.207197 1.776208 -0.337 -0.523 -0.009 0.71
C -3.224399 -4.381254 2.129181 0.178 0.098 -0.161 -0.89
C -2.810005 -5.573804 1.537876 0.038 -0.112 0.082 -0.56
C -1.766770 -5.567292 0.618245 0.042 0.234 -0.116 -0.81
C -3.020542 -1.893155 2.369313 -0.130 0.688 0.539 -1.26
P -2.697375 -0.458587 1.271931 -0.692 0.040 -0.030 0.83
H -1.410748 -6.464985 0.111890 -0.270 0.101 0.297 0.52
H -4.037202 -4.328299 2.854602 0.228 -0.196 -0.253 0.52
H -3.293510 -6.511584 1.798142 0.039 0.154 -0.043 0.45
H -4.117186 -1.873754 2.559815 0.751 -0.366 0.115 0.57
H -2.503392 -1.667495 3.328602 -0.265 -0.346 -0.419 0.41
H -0.472579 -4.669246 -1.697251 -0.260 -0.342 -0.628 0.59
H 0.679956 -5.189219 -0.457851 -0.341 0.099 -0.219 0.55
H -3.871652 -2.233251 -4.950893 -0.068 0.613 -0.177 0.31
O -3.906605 -3.182110 -5.016730 0.145 -0.550 0.562 -0.61
H -4.066294 -3.470444 -4.106145 -0.089 -0.056 -0.375 0.30
H 0.133694 2.666406 -1.784616 0.120 -0.626 -0.013 -0.49
O -0.766237 0.347773 -1.197439 1.502 0.184 1.584 -0.62
H -1.282347 -0.015828 -1.928528 0.501 0.890 -0.397 0.13
C -4.177486 -0.522764 0.211537 -0.114 0.012 -0.256 -1.43
H -5.027990 -0.794818 0.847623 0.043 0.169 -0.168 0.46
H -4.375164 0.449627 -0.259407 0.116 -0.293 0.078 0.40
H -4.076558 -1.291555 -0.560247 -0.015 0.136 0.047 0.35
C -3.032772 0.998876 2.304100 -0.014 0.045 0.328 -1.16
H -2.988174 1.925315 1.710031 0.028 -0.406 0.159 0.19
H -4.042887 0.891303 2.722073 0.179 0.111 -0.092 0.52
H -2.319173 1.059433 3.135742 -0.173 0.051 -0.265 0.36
C 2.618165 -3.273649 -0.534358 0.058 0.068 0.052 -1.40
H 3.020141 -3.979130 -1.278116 -0.119 0.193 0.272 0.52
H 3.225816 -2.358011 -0.533077 -0.120 -0.342 0.047 0.25
H 2.640935 -3.735093 0.463653 0.056 0.191 -0.276 0.45
C 0.920546 -2.574999 -2.774175 0.067 0.134 -0.364 -1.19
H 1.153151 -1.520496 -2.991851 -0.014 -0.384 0.049 0.12
H 1.684089 -3.221936 -3.238020 -0.339 0.255 0.067 0.46
H -0.066862 -2.807676 -3.202943 0.331 0.087 0.131 0.50
C 3.771438 0.261173 -1.709221 0.048 -0.083 0.003 -0.92
Si 2.705982 1.807131 -1.776520 0.333 0.010 -0.915 0.40
C 3.802698 3.296743 -1.359411 -0.268 0.031 0.259 -0.94
C 2.000242 1.997683 -3.521038 0.409 -0.154 0.035 -1.22
Si 0.576321 1.643233 -0.713792 -0.506 -0.395 -0.439 0.73
Si 1.655377 1.091928 1.629863 -0.164 -0.985 1.629 0.27
C 2.833630 2.484018 2.214772 -0.230 0.145 -0.884 -1.12
C 0.494753 0.895121 3.134845 -0.250 0.181 -0.072 -0.98
C 2.753363 -0.457704 1.799918 0.167 -0.108 -0.316 -0.98
Si -0.239175 3.741760 0.096494 -0.785 0.751 0.873 0.58
C 0.815066 5.147189 -0.591038 0.122 -0.409 -0.197 -1.14
C -1.914543 3.625751 -0.757436 0.086 0.297 0.007 -1.07
C -0.526945 4.087479 1.943776 0.017 -0.094 -0.062 -0.97
H 4.590104 0.376106 -2.436207 -0.175 -0.029 0.206 0.53
H 3.212524 -0.637478 -1.992805 0.043 0.099 -0.003 0.02
H 4.215643 0.091501 -0.722751 0.000 0.056 -0.216 0.36
H 4.687983 3.262467 -2.017408 -0.319 -0.101 0.163 0.41
H 3.300586 4.257536 -1.529205 0.105 -0.281 -0.026 0.33
H 4.157321 3.295255 -0.320825 -0.024 -0.029 -0.278 0.24
H 1.237793 1.225851 -3.704465 0.227 0.146 -0.094 0.29
H 1.510785 2.972126 -3.639343 0.161 -0.168 -0.026 0.31
H 2.812349 1.900313 -4.258027 -0.343 0.053 0.040 0.48
H 2.392523 3.486185 2.162336 0.161 -0.198 0.057 0.34
H 3.091995 2.267817 3.267360 -0.250 -0.082 -0.427 0.42
H 3.763299 2.497391 1.632177 -0.179 -0.017 0.193 0.32
H -0.273730 0.120152 3.018213 0.226 0.117 0.008 0.11
H 1.115889 0.600718 3.997179 -0.074 0.187 -0.272 0.44
H -0.020004 1.827708 3.388101 0.105 -0.140 0.051 0.33
H 2.251402 -1.404501 1.559776 0.070 0.275 0.094 0.10
H 3.652532 -0.408344 1.178458 -0.021 -0.038 0.197 0.36
H 3.065023 -0.525736 2.855529 -0.010 0.193 -0.287 0.42
H 1.035803 4.986583 -1.654970 -0.029 0.143 0.214 0.32
H 0.243977 6.084593 -0.499545 0.117 -0.295 0.038 0.45
H 1.765966 5.260616 -0.051171 -0.301 0.009 -0.113 0.31
H -2.457612 2.722314 -0.452338 -0.017 0.212 -0.014 0.08
H -2.507247 4.523071 -0.534972 -0.048 -0.283 -0.034 0.43
H -1.756378 3.561311 -1.841206 -0.177 0.105 0.212 0.36
H -1.306170 3.443884 2.371474 0.120 0.144 -0.112 0.18
H 0.369376 3.971311 2.564520 -0.196 0.105 -0.157 0.29
H -0.867681 5.131442 2.050302 0.100 -0.300 -0.091 0.45

---

8
Properties=species:S:1:pos:R:3:forces:R:3:mulliken_charge:R:1 method="wB97M-V/def2-TZVPD" charge=0 homo_energy_ev="-9.0 / -8.9" lumo_ev="0.0913 / 0.1317" e_tot_ev=-6688.746
C 0.160846 -1.291352 0.031347 0.603 4.357 0.025 -0.11
C -0.277821 0.039871 0.044520 3.726 -4.247 1.183 0.31
C 1.117036 -0.293202 0.200595 0.388 0.644 -0.706 -0.39
N -1.210744 0.928047 0.125976 -0.112 0.239 -0.450 -0.36
O 3.084250 0.524785 0.027154 -2.390 -0.991 0.248 -0.40
H -0.016175 -2.296626 -0.123018 -0.424 -1.793 -0.116 0.37
H -2.063076 0.562955 -0.253119 -0.773 1.014 -0.111 0.29
H -0.794316 1.825522 -0.053456 -1.019 0.776 -0.074 0.30

---

10
Properties=species:S:1:pos:R:3:forces:R:3:mulliken_charge:R:1 method="wB97M-V/def2-TZVPD" charge=0 homo_energy_ev=-8.7 lumo_ev=0.3410 e_tot_ev=-17089.823
C -0.690186 0.291214 -0.858409 -2.451 0.096 -3.797 -0.51
C -0.813446 0.611630 0.409020 -2.312 1.750 1.175 -0.35
C 0.612195 -0.571350 -0.898581 -1.392 3.379 2.903 -0.19
C 0.414005 -0.019517 0.954845 0.188 0.059 6.712 0.09
O 0.464776 -1.230707 0.345937 0.224 -2.814 -0.530 -0.34
S 1.820386 0.630173 -0.052444 0.299 0.066 -0.043 -0.21
H -1.452724 0.512136 -1.763945 2.160 -0.566 2.284 0.25
H -1.635105 1.186291 0.996564 1.823 -1.133 -1.339 0.31
H 0.935615 -1.133010 -1.664019 0.899 -1.915 -2.788 0.67
H 0.344487 -0.276862 2.531033 0.561 1.076 -4.576 0.29

---

16
Properties=species:S:1:pos:R:3:forces:R:3:mulliken_charge:R:1 method="wB97M-V/def2-TZVPD" smiles=C#C[C@H]1NC[C@]1(C)F charge=0 homo_energy_ev=-9.3 lumo_ev=0.9570 e_tot_ev=-10556.358
C 1.193754 -0.351123 2.530660 -0.103 0.459 -1.588 0.23
C 1.099990 -0.098051 1.338905 0.406 -0.322 2.580 -0.99
C 1.031613 0.184996 -0.076743 0.683 1.466 -0.811 -0.17
N 1.129552 -0.987720 -0.958818 -0.363 -0.427 -0.173 -0.51
C -0.189024 -0.655321 -1.614018 -0.269 -0.326 1.088 -0.80
C -0.317405 0.588879 -0.682240 -1.005 -1.395 0.058 1.41
C -1.443725 0.647348 0.340451 -0.759 0.785 -1.595 -1.55
F -0.283420 1.743555 -1.430057 0.117 0.479 0.299 -0.38
H 1.301620 -0.516340 3.595721 -0.112 0.029 -0.739 0.41
H 1.734696 0.987428 -0.376364 0.126 -0.485 0.397 0.27
H 0.983604 -1.767312 -0.334830 0.185 -0.557 -0.276 0.34
H -0.119291 -0.448056 -2.684495 0.031 0.034 0.231 0.31
H -0.965057 -1.421585 -1.396867 0.397 0.453 -0.410 0.26
H -2.344265 1.067530 -0.174871 0.579 -0.389 0.560 0.40
H -1.118273 1.318026 1.109873 -0.061 0.527 0.531 0.39
H -1.694370 -0.292255 0.813693 0.148 -0.330 -0.152 0.39

---

46
Properties=species:S:1:pos:R:3:forces:R:3:mulliken_charge:R:1 method="wB97M-V/def2-TZVPD" smiles="CCN(CC)Cc1c(NC(=O)c2ccccc2)sc(C)c1C" charge=0 homo_energy_ev=-7.4 lumo_ev=0.6635 e_tot_ev=-34919.169
C -1.081309 -1.633623 -1.953296 0.278 -0.052 0.096 -1.31
C 0.320620 -1.573299 -1.357410 -0.172 0.053 -0.164 -0.55
N 0.316569 -1.497748 0.099705 0.047 -0.114 -0.029 0.64
C -0.221967 -2.667152 0.777831 -0.009 -0.240 0.072 -0.83
C 0.555945 -3.975410 0.607786 -0.130 0.320 -0.026 -1.41
C 1.624435 -1.085607 0.605129 0.075 0.132 0.083 -0.81
C 1.894800 0.374313 0.359654 -0.356 0.092 0.033 0.67
C 0.915390 1.327635 0.307134 0.466 0.292 -0.093 -0.03
N -0.437798 1.084775 0.396913 -0.385 0.025 0.104 0.10
C -1.353521 2.073436 0.254017 0.180 -0.143 0.079 0.34
O -1.010832 3.237484 0.105960 -0.398 0.019 -0.030 -0.74
C -2.775227 1.641368 0.270622 -0.409 0.051 -0.023 0.34
C -3.198773 0.427525 0.806890 0.087 0.142 -0.072 -0.06
C -4.539654 0.089456 0.777514 -0.081 -0.113 0.025 -0.76
C -5.467956 0.951667 0.216560 -0.026 -0.026 0.019 -0.37
C -5.054620 2.165818 -0.307030 -0.050 -0.003 -0.012 -0.56
C -3.716919 2.509967 -0.276248 0.197 -0.017 0.034 -0.50
S 1.529028 2.921236 0.058911 0.821 -0.373 0.002 -0.32
C 3.154140 2.297099 0.042541 -0.417 -0.178 0.058 0.81
C 4.297581 3.235195 -0.143500 0.023 -0.062 0.010 -1.45
C 3.191768 0.943591 0.210474 0.049 0.345 -0.065 -0.72
C 4.445779 0.127813 0.243008 -0.161 0.079 -0.021 -1.49
H -1.016690 -1.513465 -3.031678 -0.054 -0.008 -0.106 0.42
H -1.703536 -0.834639 -1.555844 -0.096 0.080 0.022 0.22
H -1.563979 -2.586203 -1.749936 -0.106 -0.085 -0.010 0.32
H 0.812169 -0.662830 -1.711092 0.029 -0.086 -0.006 0.40
H 0.912779 -2.428810 -1.718923 0.052 0.087 0.034 0.52
H -0.272355 -2.421039 1.843877 -0.085 -0.018 -0.068 0.44
H -1.246221 -2.810820 0.424939 0.002 0.005 0.108 0.44
H 0.577410 -4.284771 -0.434203 0.044 -0.092 -0.089 0.30
H 1.578341 -3.867776 0.962036 0.117 -0.053 0.021 0.27
H 0.073336 -4.759418 1.185475 -0.011 -0.111 0.043 0.44
H 1.638642 -1.269603 1.685883 0.031 -0.117 -0.042 0.42
H 2.435280 -1.679032 0.156359 -0.019 -0.049 0.096 0.45
H -0.649286 0.083292 0.409019 -0.083 0.127 -0.066 0.09
H -2.494605 -0.248741 1.269813 0.075 -0.064 0.037 0.50
H -4.863747 -0.851475 1.198083 -0.021 -0.062 0.038 0.39
H -6.512810 0.679089 0.194875 -0.080 -0.022 0.002 0.39
H -5.776689 2.843725 -0.737335 -0.049 0.054 -0.040 0.39
H -3.372280 3.452700 -0.673804 0.034 0.070 -0.019 0.43
H 4.868879 2.982951 -1.037297 0.060 0.079 -0.039 0.32
H 4.972523 3.201902 0.712252 0.068 0.084 0.013 0.32
H 3.924130 4.250270 -0.248124 0.116 0.149 -0.026 0.43
H 5.320100 0.767222 0.171449 0.133 -0.008 0.003 0.41
H 4.465627 -0.576604 -0.589050 0.097 -0.097 -0.030 0.31
H 4.505509 -0.441462 1.170041 0.116 -0.090 0.046 0.36